No. 1
The following is a quantum chemistry calculation of a cluster of 4 separate species, C3H14O4 in total, from the OMol25 dataset.

ΔE to the lowest compared entry with this formula, charge and spin = 0.224 eV
total energy = -423.66033 a.u.
spin multiplicity = 1

Geometry as XYZ:
```
21
Properties=species:S:1:pos:R:3:forces:R:3:mulliken_charge:R:1
O -0.1694 -1.6190 0.4989 0.177 -0.184 -0.044 -0.71
O -0.3668 0.6034 -1.3588 0.297 0.002 0.081 -0.61
O -2.2765 -3.5305 -0.3248 0.182 -0.092 0.014 -0.70
O 0.0506 -1.8810 3.2891 -0.074 -0.023 0.031 -0.63
C 1.4285 2.1648 -1.8062 0.182 -0.041 -0.284 -1.39
C 0.4217 1.9895 0.4822 -0.355 0.330 0.155 -1.20
C 0.7856 1.2519 -0.7902 -0.018 0.014 0.065 0.43
H 2.2745 2.6952 -1.3690 -0.012 0.058 0.014 0.36
H 1.7928 1.5967 -2.6640 -0.058 0.028 0.021 0.34
H 0.7038 2.8994 -2.1675 0.034 0.063 0.050 0.36
H -0.1237 2.9147 0.2467 0.069 -0.130 -0.009 0.32
H -0.6250 -2.3936 0.1388 -0.189 0.209 -0.001 0.34
H -0.0634 -1.7414 2.3331 0.089 0.070 -0.007 0.40
H -0.2293 -0.9388 -0.1866 -0.270 0.002 -0.011 0.40
H -0.9872 1.2876 -1.6318 -0.075 -0.060 0.037 0.34
H 1.4744 0.4404 -0.5504 -0.062 -0.080 -0.005 0.30
H -2.6907 -3.6909 0.5301 0.011 0.027 -0.005 0.34
H 1.3031 2.2737 1.0572 0.066 -0.045 -0.069 0.37
H -0.6356 -1.3492 3.7004 0.011 -0.003 0.008 0.30
H -1.8436 -4.3612 -0.5505 -0.102 -0.029 -0.017 0.33
H -0.2238 1.3885 1.1231 0.095 -0.116 -0.025 0.33
```
Positions in Å, forces in eV/Å.

---

No. 2
The following is a quantum chemistry calculation of a cluster of 2 separate species, C12H27NO6P in total at a distorted geometry, from the OMol25 dataset.

ΔE to the lowest compared entry with this formula, charge and spin = 1.354 eV
total energy = -1321.07649 a.u.
spin multiplicity = 1
net charge = -1

Geometry as XYZ:
```
47
Properties=species:S:1:pos:R:3:forces:R:3:mulliken_charge:R:1
P -0.1438 0.7564 -1.1721 1.436 -0.059 1.573 1.26
O -1.7289 1.2327 -1.3433 1.417 -0.336 -0.756 -0.49
O -3.2888 -1.7275 0.4157 -0.200 -0.150 -0.209 -0.50
O 0.0702 0.4148 0.2632 -0.483 0.094 -0.893 -0.68
O 5.4792 3.1812 0.3448 -0.261 -0.283 -1.069 -0.76
O 0.2677 -0.5523 -2.1235 -1.787 1.666 1.015 -0.46
O 5.0168 1.6450 1.8828 -0.411 -0.262 -1.679 -0.75
N 3.3874 2.2593 -1.1772 -0.036 -1.396 -0.490 -0.35
C 4.1600 1.2604 -0.4100 0.452 -0.449 1.681 0.23
C -2.0372 2.4129 -0.5907 -1.123 0.820 1.303 -0.26
C 2.4345 1.6731 -2.1430 0.267 1.403 -0.429 -0.60
C -2.5561 2.1196 0.8698 0.012 0.635 -0.199 -0.87
C 3.2853 0.2130 0.3535 -0.468 0.266 -0.551 -0.59
C 4.9632 2.0945 0.6904 0.628 0.139 1.822 0.40
C -0.3525 -1.7900 -1.6804 0.457 -1.864 -0.141 0.47
C -2.0969 -3.0381 2.0443 0.079 -0.187 -0.037 -1.08
C -3.4485 -2.4948 1.6055 0.485 0.467 0.288 0.37
C 0.9625 2.1459 -1.7748 -0.864 -1.088 -1.444 -0.89
C -4.0736 -1.6286 2.6886 -0.263 0.009 0.041 -1.27
C 0.7248 -2.8477 -1.1967 -0.067 0.127 0.025 -0.82
H -1.1981 3.1401 -0.4930 -0.267 -0.817 -0.366 0.18
H -1.1079 -1.6710 -0.8614 0.662 0.266 -0.957 -0.34
H -4.2253 -2.1956 3.6100 0.018 0.045 -0.002 0.40
H 2.6730 -0.3895 -0.3747 0.395 0.479 0.687 -0.27
H 4.8943 0.6698 -1.0338 -0.482 0.650 0.234 0.11
H 0.4670 2.4973 -2.7233 0.352 -0.194 0.777 0.37
H 0.9512 -3.6019 -1.9943 -0.211 0.717 0.596 0.29
H 3.9094 -0.4974 0.9426 -0.285 0.763 -0.492 0.50
H -2.1895 -3.6473 2.9465 0.034 0.020 -0.015 0.45
H -0.8155 -2.2553 -2.5903 -0.002 0.746 0.861 0.37
H -2.6962 -0.9890 0.6123 -0.013 -0.003 -0.016 0.14
H 2.6606 2.1523 -3.1379 -0.344 -0.569 0.732 0.47
H 4.0746 2.8393 -1.6607 -0.280 -0.064 0.430 0.23
H -2.8660 2.9616 -1.1132 0.835 -0.641 0.126 0.36
H -5.0376 -1.2365 2.3567 0.016 -0.082 0.000 0.31
H -2.3690 3.0604 1.4562 -0.155 -0.885 -0.372 0.40
H 1.6870 -2.3700 -0.9010 -0.805 -0.180 -0.157 0.16
H -2.0086 1.2878 1.3647 -0.302 0.606 -0.479 0.10
H 2.5386 0.5750 -2.2921 -0.231 0.727 0.309 0.25
H 0.3343 -3.4070 -0.3083 0.314 0.493 -0.721 0.17
H -3.4385 -0.7660 2.9102 0.095 -0.108 0.015 0.28
H 2.5969 0.7467 1.0546 0.538 -0.568 -0.608 0.18
H -1.6551 -3.6490 1.2541 -0.077 -0.023 0.034 0.16
H -3.6612 1.9568 0.8883 0.881 -0.153 -0.091 0.27
H 0.9705 3.0048 -1.0697 0.133 -0.904 -0.248 0.43
H -4.1183 -3.3244 1.3664 0.001 0.100 -0.177 0.35
H -1.3962 -2.2220 2.2444 -0.088 0.030 0.049 0.28
```
Positions in Å, forces in eV/Å.

---

No. 3
The following is a quantum chemistry calculation of a cluster of 2 separate species, C6H14NO in total, from the OMol25 dataset.

ΔE to the lowest compared entry with this formula, charge and spin = 2.210 eV
total energy = -366.68602 a.u.
spin multiplicity = 1
net charge = +1

Geometry as XYZ:
```
22
Properties=species:S:1:pos:R:3:forces:R:3:mulliken_charge:R:1
O 3.6203 -2.8872 -0.1933 0.064 -0.121 -0.390 -0.51
N -2.1507 2.7491 0.5119 -0.268 -0.156 0.093 -0.04
C 1.3383 -2.1268 0.0657 0.393 0.386 -0.016 -0.43
C -2.1879 0.9123 -0.9528 -0.154 -0.094 -0.073 -0.80
C 2.7019 -1.8726 -0.5705 -0.103 -0.101 0.101 -0.57
C -1.9921 1.3486 0.2792 -0.003 0.306 -0.276 0.22
C -1.9172 3.3633 1.6014 0.035 0.060 0.037 -0.07
C 0.4241 -0.9196 -0.1215 -0.303 -0.564 0.011 -0.93
H -2.0537 4.4343 1.6391 -0.002 0.047 0.050 0.27
H 0.7525 -0.0581 0.4593 0.188 0.091 -0.128 0.32
H -0.5852 -1.1718 0.2156 0.000 -0.023 0.019 0.27
H 2.6091 -1.8120 -1.6598 -0.014 0.040 0.025 0.34
H -1.6992 0.7760 1.1460 0.220 -0.029 -0.085 0.35
H -2.6190 1.5438 -1.7220 0.267 0.134 -0.032 0.26
H 0.3591 -0.6657 -1.1814 0.046 0.220 0.011 0.32
H -1.9412 -0.0942 -1.2472 -0.227 -0.158 0.178 0.30
H -2.4594 3.2863 -0.2981 0.020 0.018 0.085 0.30
H 1.5126 -2.2954 1.1295 -0.101 -0.178 -0.006 0.31
H 3.8794 -3.3854 -0.9802 -0.045 0.144 0.342 0.32
H -1.5746 2.8086 2.4667 -0.025 0.002 -0.016 0.25
H 3.0850 -0.9081 -0.2182 0.048 -0.032 -0.026 0.27
H 0.8981 -3.0255 -0.3694 -0.036 0.010 0.096 0.26
```
Positions in Å, forces in eV/Å.

---

No. 4
The following is a quantum chemistry calculation of a structure of composition C24H25BCrF2N2O5P, from the OMol25 dataset.

ΔE to the lowest compared entry with this formula, charge and spin = 1.837 eV
total energy = -3025.88505 a.u.
spin multiplicity = 4
expectation value of S² = 3.805

Geometry as XYZ:
```
61
Properties=species:S:1:pos:R:3:forces:R:3:mulliken_spin:R:1
Cr -0.9531 -0.0479 0.0762 -0.157 0.232 0.086 3.20
P -0.3802 1.8969 -1.3801 -0.026 -0.186 0.100 -0.02
F -3.8788 -0.3064 -1.0068 -0.147 -0.191 -0.073 0.00
F -3.7430 1.1325 0.6827 -0.070 0.123 0.121 0.00
O -1.4574 -3.4313 -1.8622 -0.085 -0.070 0.136 0.01
O 0.9181 -0.0870 0.9949 -0.018 -0.111 -0.069 -0.02
O -1.1901 0.9282 1.9546 0.143 -0.031 -0.078 -0.03
O 1.9316 -1.1711 2.6712 -0.010 -0.149 0.079 0.00
O -0.9152 -1.3322 -1.3235 0.089 -0.084 -0.028 -0.06
N -1.2490 -1.7329 1.2497 0.181 0.058 -0.055 -0.03
N 2.1805 0.0760 -1.5882 0.187 -0.040 0.093 0.00
C -3.8372 2.2389 -3.4561 0.036 0.028 0.020 0.00
C 0.3545 3.2036 -0.3539 0.133 -0.001 -0.109 -0.02
C -2.6970 1.7522 -2.8394 -0.031 -0.001 -0.061 0.02
C 1.0974 -1.1033 1.7986 0.042 0.067 -0.092 0.02
C 2.1775 4.6810 0.1903 -0.012 -0.004 -0.014 0.00
C 0.2510 4.5796 1.6207 0.036 0.020 -0.010 0.00
C 2.4133 1.3614 -4.9933 0.006 0.005 -0.002 0.00
C -1.9859 -1.3858 2.4786 -0.081 -0.098 0.032 0.01
C 0.5148 2.3607 -3.9566 -0.030 0.025 -0.081 0.00
C -1.4061 -2.5187 -1.0742 0.022 0.030 -0.178 0.03
C -1.9576 -2.6722 0.3562 -0.072 -0.102 -0.005 0.00
C -1.7656 0.0720 2.9535 -0.066 -0.021 0.182 0.01
C 0.7484 1.6491 -2.7741 -0.023 0.138 -0.037 -0.01
C 2.6793 0.6643 -3.8391 -0.054 0.025 -0.032 0.00
C -3.3165 4.4548 -2.6807 0.046 -0.004 0.015 0.00
C 1.8644 0.7949 -2.7015 -0.016 -0.042 0.043 0.01
C -2.1690 3.9726 -2.0653 -0.026 -0.014 -0.012 0.00
C 1.5022 5.1046 1.3231 0.003 -0.007 0.002 0.00
C -1.8595 2.6188 -2.1395 0.002 0.079 0.032 -0.01
C -4.1478 3.5903 -3.3741 -0.063 -0.048 -0.039 0.00
C 1.3259 2.2288 -5.0633 0.036 -0.017 0.026 0.00
C -0.3172 3.6276 0.7916 -0.117 0.029 0.059 0.02
C 0.1188 -2.2476 1.5120 0.009 -0.012 0.035 0.00
C 1.6055 3.7353 -0.6499 -0.002 0.049 0.011 0.00
B -3.0716 0.3018 -0.1327 0.029 0.085 -0.083 -0.12
H -2.4613 0.6953 -2.8997 0.037 0.016 -0.007 0.01
H -0.2794 4.9086 2.5034 -0.026 0.013 0.035 0.00
H 3.1517 5.0866 -0.0469 0.022 0.010 0.004 0.00
H -4.4853 1.5591 -3.9905 -0.034 -0.015 -0.028 0.00
H 1.9500 5.8406 1.9766 0.007 0.024 0.021 0.00
H -3.5566 5.5076 -2.6204 -0.003 0.024 0.010 0.00
H 0.1042 -2.9933 2.3110 0.056 0.089 -0.012 0.00
H -0.3329 3.0303 -4.0131 -0.022 -0.008 0.021 0.00
H 0.4626 -2.7222 0.5882 0.041 -0.013 0.109 0.00
H 2.1346 3.4168 -1.5384 -0.003 -0.037 -0.022 0.00
H -2.7326 0.5108 3.1998 0.078 -0.054 0.037 0.00
H -1.2882 3.2151 1.0428 0.016 0.003 -0.059 0.00
H -1.1298 0.1119 3.8395 -0.032 -0.058 -0.055 0.00
H -1.5182 4.6529 -1.5332 0.029 0.012 0.033 0.00
H 1.8158 0.2773 -0.6690 -0.055 -0.011 -0.003 0.00
H 1.1165 2.7854 -5.9645 -0.013 0.019 -0.033 0.00
H -1.7102 -2.0809 3.2797 -0.066 0.068 -0.014 0.00
H 3.0576 -0.4148 -1.5926 -0.035 0.003 0.005 0.00
H -0.2208 0.9433 2.0792 -0.014 0.124 0.084 0.00
H -3.0153 -2.4032 0.3339 0.035 -0.067 -0.050 -0.01
H -5.0438 3.9667 -3.8504 0.000 0.007 -0.001 0.00
H 3.0627 1.2318 -5.8485 0.015 0.003 -0.042 0.00
H 3.5287 -0.0046 -3.7912 0.039 -0.031 0.006 0.00
H -1.8601 -3.7064 0.6986 -0.001 0.052 -0.063 0.00
H -3.0442 -1.5356 2.2652 0.033 0.065 0.010 -0.01
```
Positions in Å, forces in eV/Å.

---

What is the total energy in the second record? -1321.07649 a.u.